w:
DFT (the ωB97M-V functional and the def2-TZVPD basis) results for a structure of composition C23H14AuCl2F6N5O7S2.

Last column: natural (NBO) charge in e.
Geometry (Å):
1 Au -0.34604 -2.44087 -0.36669  1.489
2 Cl -4.83408 -4.50508 -0.28247  0.055
3 C -4.11719 -3.44295 0.86621  -0.105
4 C -4.86317 -3.01648 1.98066  -0.200
5 C -4.32942 -2.16444 2.90476  -0.059
6 Cl -5.27744 -1.66274 4.26439  0.024
7 C -3.00626 -1.68548 2.75878  -0.037
8 C -2.34903 -0.78606 3.62516  -0.086
9 C -1.07304 -0.37893 3.35338  -0.261
10 C -0.42561 -0.85222 2.20677  0.119
11 N -1.00989 -1.71250 1.40139  -0.478
12 C -2.29164 -2.13360 1.63859  0.092
13 C -2.82477 -3.01361 0.67464  0.358
14 O -2.07342 -3.38324 -0.36025  -0.688
15 H -5.87658 -3.37437 2.09537  0.250
16 H -2.87197 -0.41461 4.49586  0.243
17 H -0.55979 0.33585 3.97840  0.247
18 H 0.56931 -0.52003 1.94852  0.234
19 N 6.57683 5.59833 -1.04071  -0.283
20 C 5.99272 4.61440 -0.94269  0.269
21 C 5.26961 3.37744 -0.81941  -0.170
22 C 5.95040 2.16735 -0.90022  -0.147
23 C 5.25965 0.97526 -0.78134  -0.239
24 C 3.88747 0.99476 -0.58035  0.230
25 C 3.19922 2.19894 -0.49314  -0.249
26 C 3.89246 3.38810 -0.61569  -0.122
27 N 3.17242 -0.23741 -0.45230  -0.340
28 C 3.69709 -1.50626 -0.27080  -0.071
29 C 2.64632 -2.35203 -0.17253  -0.045
30 N 1.49172 -1.60529 -0.29316  -0.525
31 C 1.83710 -0.34769 -0.47671  0.245
32 H 7.01923 2.16009 -1.06095  0.236
33 H 5.80182 0.04485 -0.86233  0.221
34 H 2.13378 2.23422 -0.30975  0.271
35 H 3.36307 4.32775 -0.54409  0.242
36 H 4.75023 -1.70242 -0.21426  0.240
37 H 2.63108 -3.41971 -0.04986  0.247
38 H 1.13158 0.45408 -0.61976  0.275
39 C -1.50784 -2.51794 -3.44142  -0.755
40 C -0.25170 -3.31007 -3.22150  0.791
41 O 0.31055 -3.93401 -4.08009  -0.572
42 O 0.34025 -3.26861 -2.00331  -0.743
43 H -1.75385 -2.55571 -4.49826  0.243
44 H -1.37865 -1.48191 -3.12343  0.244
45 H -2.32322 -2.93279 -2.85383  0.252
46 F -4.05256 1.22329 -2.55192  -0.305
47 C -3.10073 1.96095 -1.98551  0.734
48 F -2.46082 2.63131 -2.93224  -0.296
49 F -3.66839 2.82068 -1.14617  -0.307
50 S -1.91634 0.83205 -1.06955  2.230
51 O -0.73370 0.80811 -1.90241  -0.967
52 O -2.61743 -0.41495 -0.92753  -0.955
53 N -1.66969 1.46265 0.33848  -1.239
54 S -0.48491 2.51528 0.50862  2.244
55 O 0.70711 1.89521 1.03124  -0.974
56 O -0.35488 3.44190 -0.57495  -0.914
57 C -1.18627 3.47148 1.91976  0.730
58 F -2.33447 4.04139 1.58590  -0.297
59 F -1.39219 2.68206 2.98097  -0.320
60 F -0.31404 4.41625 2.26368  -0.307

Summary:
Highest occupied orbital energy = -8.9303 eV
2S+1 = 1
HOMO-LUMO gap = 7.4722 eV

x:
DFT (the ωB97M-V functional and the def2-TZVPD basis) results for a structure of composition C23H14AuCl2F6N5O7S2.

Last column: natural (NBO) charge in e.
Geometry (Å):
1 Au -0.48877 -0.22649 1.18972  1.508
2 Cl 3.37616 -0.07327 4.27206  0.051
3 C 2.96172 -1.29161 3.13193  -0.111
4 C 3.79389 -2.41836 2.98248  -0.202
5 C 3.51654 -3.38166 2.05606  -0.060
6 Cl 4.57947 -4.73507 1.87240  0.025
7 C 2.37356 -3.27406 1.22687  -0.030
8 C 2.03334 -4.14617 0.16967  -0.104
9 C 0.93940 -3.88713 -0.60759  -0.226
10 C 0.13283 -2.77814 -0.31915  0.114
11 N 0.40588 -1.97865 0.68954  -0.479
12 C 1.53788 -2.16774 1.43939  0.079
13 C 1.83093 -1.14682 2.36367  0.350
14 O 1.02797 -0.08517 2.44531  -0.690
15 H 4.67350 -2.49831 3.60546  0.249
16 H 2.66819 -4.99632 -0.03846  0.243
17 H 0.69378 -4.49141 -1.46669  0.267
18 H -0.72909 -2.53646 -0.92486  0.232
19 N -7.78149 -0.17430 -6.69453  -0.274
20 C -7.13805 -0.24119 -5.74573  0.264
21 C -6.33895 -0.32795 -4.55339  -0.170
22 C -6.94372 -0.59818 -3.33075  -0.139
23 C -6.17731 -0.68490 -2.18327  -0.239
24 C -4.80399 -0.50059 -2.25458  0.242
25 C -4.19219 -0.23040 -3.47292  -0.247
26 C -4.96098 -0.14450 -4.61837  -0.120
27 N -4.01633 -0.59075 -1.06372  -0.344
28 C -4.45343 -0.91013 0.21044  -0.070
29 C -3.36382 -0.87949 1.00855  -0.044
30 N -2.26727 -0.55787 0.23339  -0.516
31 C -2.69210 -0.37633 -0.99901  0.245
32 H -8.01413 -0.73872 -3.27891  0.239
33 H -6.66518 -0.88964 -1.24241  0.223
34 H -3.12424 -0.08868 -3.55566  0.241
35 H -4.48761 0.06387 -5.56748  0.243
36 H -5.47726 -1.12582 0.44556  0.239
37 H -3.29001 -1.05173 2.06713  0.243
38 H -2.06455 -0.07684 -1.81632  0.277
39 C 0.66251 2.87840 1.81120  -0.753
40 C -0.82806 2.69293 1.86465  0.793
41 O -1.59933 3.59244 2.07148  -0.576
42 O -1.35696 1.47611 1.61763  -0.754
43 H 0.87995 3.93193 1.95670  0.240
44 H 1.04927 2.54622 0.84587  0.249
45 H 1.15208 2.28632 2.57955  0.252
46 F 2.12287 2.65571 -2.19033  -0.307
47 C 1.77861 1.62244 -2.95698  0.735
48 F 0.73776 1.97668 -3.70206  -0.303
49 F 2.79823 1.31950 -3.74887  -0.301
50 S 1.32808 0.16488 -1.86588  2.246
51 O -0.09317 -0.00758 -2.07444  -1.011
52 O 1.73290 0.53832 -0.53894  -0.959
53 N 2.16543 -1.06222 -2.33680  -1.229
54 S 1.66916 -1.93682 -3.57134  2.252
55 O 0.98331 -3.12430 -3.13655  -0.961
56 O 1.11165 -1.17524 -4.65103  -0.924
57 C 3.31216 -2.52604 -4.15674  0.726
58 F 4.07591 -1.50485 -4.52789  -0.303
59 F 3.93878 -3.21139 -3.20060  -0.312
60 F 3.12347 -3.32848 -5.20359  -0.308

Summary:
Highest occupied orbital energy = -8.8544 eV
2S+1 = 1
HOMO-LUMO gap = 7.2322 eV

Tell me which of them is the most stable. Sure, it is w.